Entry 1:
Formula: C6H10
Source: the Open Molecules 2025 dataset
Level of theory: ωB97M-V/def2-TZVPD

```
16
Properties=species:S:1:pos:R:3:forces:R:3
C 1.77529 -0.52946 0.39504 0.6 1.7 0.2
C 0.67262 0.11985 -0.70971 2.0 -1.6 0.8
C 0.18377 -1.23138 -0.75438 -1.7 -1.1 -1.3
C -2.27975 0.20967 0.42428 -0.3 -0.3 0.0
C -1.36017 1.21201 0.33358 0.5 0.6 -0.2
C -0.02110 1.21981 -0.12217 -1.0 0.4 0.4
H 1.28924 -0.73607 1.34851 0.0 0.0 -0.2
H 2.44848 0.32445 0.52399 0.2 -0.1 0.3
H 2.38157 -1.37558 0.06407 -0.3 0.2 -0.2
H 1.33537 0.37997 -1.54160 -0.3 0.1 0.0
H 0.62043 -1.94157 -1.44951 -0.1 0.2 0.2
H -0.46267 -1.62300 0.01488 0.2 0.0 -0.1
H -2.07181 -0.83988 0.28111 0.0 0.2 0.0
H -3.31357 0.45421 0.64990 0.2 0.0 0.1
H -1.73096 2.20397 0.60185 0.1 -0.2 0.0
H 0.53327 2.15301 -0.05984 -0.2 -0.1 0.0
```
Positions in Å, forces in eV/Å.

Computed properties:
Gap between HOMO and LUMO (spin up / spin down), eV: 6.438 / 8.084
E_LUMO (spin up / spin down), eV: -0.20 / 0.83
Energy relative to the best compared isomer or geometry (same formula, charge and spin), kJ/mol: 434.9
Calculated total energy, eV: -6379.3526
Net charge: 0

---

Entry 2:
Formula: C6H10
Source: the Open Molecules 2025 dataset
Level of theory: ωB97M-V/def2-TZVPD

```
16
Properties=species:S:1:pos:R:3:forces:R:3
C -0.94430 -0.10795 0.54833 -2.6 -1.1 4.0
C -0.82527 -0.80391 1.80976 0.2 2.1 -2.6
C 0.84817 0.48228 -0.09711 1.6 1.6 -0.4
C -0.12290 -0.32549 -0.60819 1.9 -0.7 -2.6
C 0.08185 -1.44040 -1.79672 1.0 -1.5 6.2
C 0.76080 2.06232 0.16089 -2.2 -1.9 -1.4
H -1.69270 0.77100 0.53511 1.1 -1.4 0.2
H -0.07220 -1.63127 2.08431 -1.5 1.4 -0.8
H -1.36712 -0.23040 2.58479 0.2 -1.2 -0.1
H 1.81395 0.06321 0.16392 0.8 0.0 -1.0
H 0.99121 -1.35650 -2.36113 0.0 0.8 -0.4
H -0.81894 -1.58130 -2.29334 -1.4 0.1 -1.3
H 0.23616 -2.45561 -1.20697 -0.3 1.6 -1.2
H -0.22903 2.24872 -0.43227 1.8 0.6 1.3
H 1.60489 2.54345 -0.36222 -0.4 -0.4 0.1
H 0.74368 2.42767 1.18607 -0.2 -0.2 0.1
```
Positions in Å, forces in eV/Å.

Computed properties:
Gap between HOMO and LUMO, eV: 7.797
E_LUMO, eV: 0.63
Energy relative to the best compared isomer or geometry (same formula, charge and spin), kJ/mol: 496.7
Calculated total energy, eV: -6378.7113
Net charge: 0

---

Entry 3:
Formula: C6H10
Source: the Open Molecules 2025 dataset
Level of theory: ωB97M-V/def2-TZVPD

```
16
Properties=species:S:1:pos:R:3:forces:R:3
C -1.22154 0.81001 -0.69028 0.0 0.0 0.0
C -0.22361 0.34404 0.33584 -0.1 0.1 0.1
C -0.51896 0.71306 1.75166 0.1 0.1 0.1
C 0.68442 -1.37560 -1.21628 0.1 -0.1 -0.1
C 0.84690 -0.45151 -0.03788 0.0 -0.1 0.2
C 1.96075 -0.09849 0.72430 -0.3 -0.3 -0.3
H -1.39407 1.88429 -0.56103 0.0 -0.1 0.0
H -2.19268 0.31471 -0.55369 0.2 0.0 0.1
H -0.88868 0.63286 -1.71643 0.0 0.0 0.2
H 0.09477 0.11165 2.42164 0.0 0.2 0.0
H -0.34350 1.77127 1.95728 -0.1 0.0 0.0
H -1.58668 0.51347 1.92871 0.2 0.1 0.0
H -0.35963 -1.70996 -1.25468 0.2 0.0 -0.1
H 0.93857 -0.93512 -2.18591 0.1 0.0 0.1
H 1.30528 -2.25910 -1.05199 0.0 0.1 -0.2
H 2.89865 -0.26559 0.14874 -0.3 0.1 0.0
```
Positions in Å, forces in eV/Å.

Computed properties:
Gap between HOMO and LUMO, eV: 7.840
E_LUMO, eV: 0.01
Energy relative to the best compared isomer or geometry (same formula, charge and spin), kJ/mol: 360.9
Calculated total energy, eV: -6380.1193
Net charge: 0

---

Entry 4:
Formula: C6H10BF11NO4S3
Source: the Open Molecules 2025 dataset
Level of theory: ωB97M-V/def2-TZVPD

```
36
Properties=species:S:1:pos:R:3:forces:R:3
B 4.20030 -1.76835 -1.08155 -1.9 0.2 -0.1
C 2.69328 -1.27469 -1.52348 0.1 -0.1 -1.0
C 2.76413 0.19992 -2.22975 -1.2 0.1 0.8
C 1.26253 0.85025 -2.57759 1.5 0.7 -0.8
C 0.62863 1.59256 -1.27893 -0.3 0.6 -0.4
C -0.61272 0.84281 -0.51875 2.3 2.8 3.1
F -0.02761 -0.10399 0.45253 -2.3 2.0 -3.1
F -1.18721 1.93582 0.36575 1.3 -3.3 -2.6
C -1.84094 0.33936 -1.43196 -3.2 4.4 0.0
F -1.88103 1.03781 -2.77319 0.6 -1.7 4.8
F -3.11677 0.80545 -0.76320 4.4 -1.6 -2.1
S -2.05839 -1.46556 -1.75321 -2.7 -4.3 -2.2
F -1.98666 -1.14413 -3.47135 0.0 -1.3 3.2
F -0.40343 -1.84091 -1.82859 -3.2 1.0 0.7
F -2.24452 -1.90523 -0.11301 0.9 1.4 -3.7
F -3.77611 -1.18483 -1.86055 3.5 -1.0 0.1
F -2.38267 -3.10184 -2.16038 0.8 3.2 0.9
H 4.46956 -2.92516 -1.03436 0.0 -0.1 -0.1
H 5.03982 -1.00530 -0.74460 0.1 0.3 -0.1
H 2.23388 -2.04210 -2.30871 0.8 1.5 1.7
H 1.98584 -1.28368 -0.59169 1.2 0.1 -1.6
H 3.24708 0.94460 -1.43614 -0.7 -1.5 -2.0
H 3.38770 0.12539 -3.21726 -1.1 0.3 2.0
H 1.51136 1.71390 -3.36534 -0.7 -1.8 1.7
H 0.56228 0.10958 -3.15021 1.3 1.3 1.4
H 1.49135 1.82678 -0.49014 -2.2 -0.8 -1.5
H 0.22530 2.65650 -1.62935 0.6 -2.4 0.9
N -1.67202 1.41584 4.14792 0.4 -0.1 0.5
S -2.52970 0.10059 4.18080 -3.0 -3.6 -0.6
O -3.32782 -0.15258 5.37556 1.5 0.7 -1.1
O -1.99091 -1.07693 3.51048 0.1 1.7 0.9
F -3.68456 0.51189 3.14815 0.5 0.7 0.0
S -0.46561 1.34263 5.15331 3.6 1.0 1.9
O 0.16643 2.63616 5.41051 -1.4 -1.3 -1.2
O 0.47337 0.23501 5.02545 -1.6 1.0 -0.4
F -1.15414 1.05242 6.56286 -0.2 0.0 -0.2
```
Positions in Å, forces in eV/Å.

Computed properties:
Gap between HOMO and LUMO, eV: 6.368
E_LUMO, eV: -0.28
Calculated total energy, eV: -79132.6319
Net charge: -1

---

Entry 5:
Formula: C6H10BrN3O2
Source: the Open Molecules 2025 dataset
Level of theory: ωB97M-V/def2-TZVPD

```
22
Properties=species:S:1:pos:R:3:forces:R:3
C -0.44372 -1.52494 1.24063 0.0 0.6 -1.0
C -0.23075 -1.15430 -0.03872 0.5 -0.1 1.1
C -0.99706 0.73081 1.49721 1.4 -1.2 -3.2
C 1.95125 0.94405 0.14467 0.2 -2.8 -0.8
C -1.66805 0.44668 -1.14869 0.8 -1.5 -1.4
C 0.68824 1.05373 -0.70158 -0.4 2.4 -1.3
N -0.79198 -0.39422 2.05157 -0.5 0.1 -0.6
N 0.67618 -2.05852 -1.03467 -3.6 3.1 3.1
N -0.47038 0.26339 -0.35255 -1.0 -1.8 5.1
O 0.71595 -3.13183 -0.63546 1.1 -3.7 0.0
O 1.09520 -1.39461 -1.88473 2.0 0.3 -3.1
Br -1.48707 2.36593 1.85008 -0.2 0.4 0.2
H -0.46561 -2.47174 1.79031 0.5 0.2 -0.7
H 2.68513 1.09829 -0.60080 1.2 0.8 -0.6
H 2.13755 1.62089 0.93843 -0.4 0.7 0.8
H 2.30172 -0.11887 0.42652 -1.2 1.4 -0.1
H -2.17976 1.30926 -0.93760 -0.7 2.6 0.4
H -1.32259 0.41629 -2.17600 -0.3 0.1 -0.4
H -2.35769 -0.33632 -0.96131 -0.5 -1.0 0.1
H 0.85985 0.77335 -1.79097 0.0 0.6 1.4
H 0.20359 2.10442 -0.71174 1.3 -1.2 -0.1
H -0.90001 -0.54173 3.03539 -0.2 0.0 1.1
```
Positions in Å, forces in eV/Å.

Computed properties:
Gap between HOMO and LUMO, eV: 8.704
E_LUMO, eV: -10.32
Energy relative to the best compared isomer or geometry (same formula, charge and spin), kJ/mol: 187.7
Calculated total energy, eV: -84965.9333
Net charge: +2

---

Entry 6:
Formula: C6H10ClN3
Source: the Open Molecules 2025 dataset
Level of theory: ωB97M-V/def2-TZVPD

```
20
Properties=species:S:1:pos:R:3:forces:R:3
C -1.72215 -0.81018 1.06044 0.3 0.0 0.1
N -0.37888 -1.41634 0.83915 0.8 -0.1 0.2
C -0.18056 -2.85697 1.13950 -0.3 0.3 -0.5
C 0.64963 -0.62362 0.70303 -0.3 0.4 1.9
Cl 2.26544 -1.15069 0.61200 -0.8 -0.1 -0.2
H -2.43301 -1.64531 1.07893 0.1 0.5 -0.1
H -1.75508 -0.26830 2.02513 0.1 -0.3 -0.5
H -1.94529 -0.10350 0.24530 0.2 -0.3 0.3
H -1.19167 -3.26886 1.21341 0.5 -0.3 0.0
H 0.38937 -3.31322 0.32033 -0.3 0.0 0.3
H 0.36131 -2.97428 2.09440 -0.3 0.1 -0.5
H 0.52067 0.44673 0.83233 0.2 -0.6 -0.1
N 0.59765 3.49424 -1.37753 0.0 -0.1 0.6
C 0.77420 2.68554 -2.46539 -0.1 -1.9 1.5
C 0.78081 1.33266 -2.00291 0.0 2.1 -0.9
N 0.61421 1.35611 -0.65644 -0.1 0.4 -0.5
C 0.50969 2.67310 -0.30147 0.2 -0.4 -2.3
H 0.88777 3.02894 -3.48784 -0.1 0.2 0.3
H 0.88198 0.42912 -2.59670 0.0 0.0 0.3
H 0.37390 2.98483 0.72432 0.0 0.2 -0.1
```
Positions in Å, forces in eV/Å.

Computed properties:
Gap between HOMO and LUMO, eV: 6.101
E_LUMO, eV: -0.63
Energy relative to the best compared isomer or geometry (same formula, charge and spin), kJ/mol: 277.2
Calculated total energy, eV: -23373.5317
Net charge: 0

---

Entry 7:
Formula: C6H10ClNO2
Source: the Open Molecules 2025 dataset
Level of theory: ωB97M-V/def2-TZVPD

```
20
Properties=species:S:1:pos:R:3:forces:R:3
C 1.36685 0.51591 0.07587 -2.2 -0.8 0.6
C -1.36137 -1.80567 0.05555 -1.6 0.6 -0.6
C -1.14265 -0.74923 -1.08183 0.2 -1.8 0.0
C -2.30487 -1.02446 1.03755 2.2 0.4 0.0
C -1.09880 0.47369 -0.29575 3.0 1.9 2.4
C 3.50286 1.60258 -0.35858 3.9 0.9 0.6
N -1.65298 0.33404 0.97108 -0.4 -1.7 -2.0
O 1.69370 -0.30802 0.88515 0.8 -0.1 0.0
O 2.14601 1.46739 -0.45414 -1.7 0.5 -1.3
Cl -0.98880 1.98456 -1.09303 -0.9 0.5 -0.1
H -1.71225 -2.81423 -0.29168 0.4 1.1 0.5
H -0.40436 -1.79322 0.53713 0.5 -0.7 0.5
H -0.20069 -0.97995 -1.64869 -1.2 0.5 0.4
H -2.01432 -0.62561 -1.72721 -0.1 -0.4 -0.4
H -3.34146 -0.93340 0.84158 -1.1 -0.1 -1.0
H -2.25996 -1.34419 2.06151 0.4 -0.5 0.5
H 3.76680 2.61622 0.15217 -0.5 -1.9 -0.6
H 4.08002 1.60924 -1.33377 -1.4 0.3 0.4
H 4.02753 0.75299 0.12500 -0.7 0.5 0.5
H -2.10126 1.02137 1.54210 0.3 0.9 -0.3
```
Positions in Å, forces in eV/Å.

Computed properties:
Gap between HOMO and LUMO (spin up / spin down), eV: 7.654 / 7.136
E_LUMO (spin up / spin down), eV: 0.58 / 0.42
Energy relative to the best compared isomer or geometry (same formula, charge and spin), kJ/mol: 362.1
Calculated total energy, eV: -24488.0325
Net charge: 0

---

Entry 8:
Formula: C6H10CuINO3P2
Source: the Open Molecules 2025 dataset
Level of theory: ωB97M-V/def2-TZVPD

```
24
Properties=species:S:1:pos:R:3:forces:R:3
C 0.75112 -2.69527 -1.11163 -0.9 4.9 4.5
C 0.43903 -1.60975 -0.41488 1.8 -5.8 -3.8
P 0.29050 -0.20418 0.89490 2.3 -0.7 -4.3
C -0.42478 1.49834 0.44237 -0.2 1.3 -0.1
C -1.07979 1.59392 -1.02185 0.3 2.7 -2.1
N -0.90815 2.74242 -1.68608 -0.8 -4.0 2.1
C 2.07245 0.29592 0.44395 2.5 -0.2 0.0
C 2.43579 0.20118 -1.12137 -2.1 2.3 -3.3
O 1.83986 0.78572 -2.07001 2.4 -2.5 4.9
I 4.18096 -1.02891 -1.71445 -0.8 0.6 0.6
P -1.65618 -1.00496 1.55104 -2.5 -0.4 1.3
O -1.88639 -2.63462 1.07249 -0.7 3.3 -0.3
O -2.97131 -0.05228 0.98852 1.6 -2.9 -1.2
H 1.18161 -3.71460 -1.46303 -1.2 2.4 0.5
H 0.76032 -0.44003 2.25858 -0.6 0.4 0.2
H -1.18324 1.82399 1.25495 0.6 -0.3 -1.4
H 0.43078 2.27783 0.47541 -1.5 -1.4 -0.1
H -1.65510 0.74389 -1.55406 1.1 1.0 1.5
H -1.37866 2.66220 -2.61298 0.4 0.0 0.8
H 2.38325 1.35379 0.82600 -0.7 -1.7 -0.7
H 2.80384 -0.43450 0.98967 -1.4 1.2 -1.0
H -2.37614 -2.58903 0.20387 0.8 -0.6 0.9
H -3.26988 -0.50710 0.14700 -0.1 1.2 1.0
Cu -0.77989 0.93603 3.22158 -0.4 -0.9 -0.1
```
Positions in Å, forces in eV/Å.

Computed properties:
Gap between HOMO and LUMO, eV: 6.425
E_LUMO, eV: -5.77
Calculated total energy, eV: -85319.9488
Net charge: +1

---

Please write out number 1 again, unchanged.
Formula: C6H10
Source: the Open Molecules 2025 dataset
Level of theory: ωB97M-V/def2-TZVPD

```
16
Properties=species:S:1:pos:R:3:forces:R:3
C 1.77529 -0.52946 0.39504 0.6 1.7 0.2
C 0.67262 0.11985 -0.70971 2.0 -1.6 0.8
C 0.18377 -1.23138 -0.75438 -1.7 -1.1 -1.3
C -2.27975 0.20967 0.42428 -0.3 -0.3 0.0
C -1.36017 1.21201 0.33358 0.5 0.6 -0.2
C -0.02110 1.21981 -0.12217 -1.0 0.4 0.4
H 1.28924 -0.73607 1.34851 0.0 0.0 -0.2
H 2.44848 0.32445 0.52399 0.2 -0.1 0.3
H 2.38157 -1.37558 0.06407 -0.3 0.2 -0.2
H 1.33537 0.37997 -1.54160 -0.3 0.1 0.0
H 0.62043 -1.94157 -1.44951 -0.1 0.2 0.2
H -0.46267 -1.62300 0.01488 0.2 0.0 -0.1
H -2.07181 -0.83988 0.28111 0.0 0.2 0.0
H -3.31357 0.45421 0.64990 0.2 0.0 0.1
H -1.73096 2.20397 0.60185 0.1 -0.2 0.0
H 0.53327 2.15301 -0.05984 -0.2 -0.1 0.0
```
Positions in Å, forces in eV/Å.

Computed properties:
Gap between HOMO and LUMO (spin up / spin down), eV: 6.438 / 8.084
E_LUMO (spin up / spin down), eV: -0.20 / 0.83
Energy relative to the best compared isomer or geometry (same formula, charge and spin), kJ/mol: 434.9
Calculated total energy, eV: -6379.3526
Net charge: 0

---

Please write out number 2 again, unchanged.
Formula: C6H10
Source: the Open Molecules 2025 dataset
Level of theory: ωB97M-V/def2-TZVPD

```
16
Properties=species:S:1:pos:R:3:forces:R:3
C -0.94430 -0.10795 0.54833 -2.6 -1.1 4.0
C -0.82527 -0.80391 1.80976 0.2 2.1 -2.6
C 0.84817 0.48228 -0.09711 1.6 1.6 -0.4
C -0.12290 -0.32549 -0.60819 1.9 -0.7 -2.6
C 0.08185 -1.44040 -1.79672 1.0 -1.5 6.2
C 0.76080 2.06232 0.16089 -2.2 -1.9 -1.4
H -1.69270 0.77100 0.53511 1.1 -1.4 0.2
H -0.07220 -1.63127 2.08431 -1.5 1.4 -0.8
H -1.36712 -0.23040 2.58479 0.2 -1.2 -0.1
H 1.81395 0.06321 0.16392 0.8 0.0 -1.0
H 0.99121 -1.35650 -2.36113 0.0 0.8 -0.4
H -0.81894 -1.58130 -2.29334 -1.4 0.1 -1.3
H 0.23616 -2.45561 -1.20697 -0.3 1.6 -1.2
H -0.22903 2.24872 -0.43227 1.8 0.6 1.3
H 1.60489 2.54345 -0.36222 -0.4 -0.4 0.1
H 0.74368 2.42767 1.18607 -0.2 -0.2 0.1
```
Positions in Å, forces in eV/Å.

Computed properties:
Gap between HOMO and LUMO, eV: 7.797
E_LUMO, eV: 0.63
Energy relative to the best compared isomer or geometry (same formula, charge and spin), kJ/mol: 496.7
Calculated total energy, eV: -6378.7113
Net charge: 0

---

> What is the net charge in the eighth record?

+1